DFT (wB97M-V/def2-TZVPD) results for a 8-piece molecular cluster, C14H46N14O8 overall at a distorted geometry.

```
82
Properties=species:S:1:pos:R:3:mulliken_charge:R:1
C -3.7725 -2.5970 1.3125 0.589
O -4.3272 -3.5976 0.9353 -0.722
N -3.3983 -2.4480 2.5595 -0.211
N -3.7232 -1.5192 0.5257 -0.130
H -2.9143 -1.5876 2.7727 0.096
H -3.7051 -3.0877 3.2784 0.195
H -3.3249 -0.6809 0.9242 0.018
H -3.9995 -1.5068 -0.4457 0.201
C 0.6184 -4.0805 2.6465 0.490
O 1.3771 -5.0212 2.6574 -0.716
N 1.0961 -2.8389 2.5464 -0.097
N -0.6411 -4.1041 2.8188 -0.063
H 1.9404 -2.6317 2.0323 0.057
H 0.4638 -2.0522 2.5825 -0.195
H -1.0975 -4.9872 2.9970 0.248
H -1.0155 -3.1858 3.0105 0.232
C -0.3645 -1.1887 -1.0161 0.136
O 0.1997 -1.9814 -1.6924 -0.809
N -0.9605 -0.1055 -1.4606 -0.026
N -0.5381 -1.3148 0.2460 0.482
H -0.5829 0.0163 -2.3894 0.266
H -1.2036 0.5598 -0.7406 -0.066
H -0.0943 -2.0856 0.7244 -0.089
H -1.1380 -0.6879 0.7631 0.176
C 2.8380 -1.1536 -3.9548 0.590
O 2.5181 -0.0583 -3.4460 -0.772
N 3.5998 -1.3607 -4.9665 -0.432
N 2.4777 -2.2840 -3.4019 -0.269
H 3.6952 -2.2965 -5.3343 0.160
H 4.2523 -0.6302 -5.2129 0.269
H 2.7369 -3.1354 -3.8794 0.194
H 1.7213 -2.2741 -2.7326 0.353
C -2.8410 1.8988 1.4224 0.414
O -2.2530 0.8399 1.2424 -0.641
N -3.9010 1.9164 2.1577 -0.343
N -2.4411 3.0429 0.9825 -0.237
H -4.2939 2.8207 2.3768 0.147
H -4.2130 1.0851 2.6391 0.277
H -2.7893 3.8720 1.4423 0.203
H -1.6649 3.2571 0.3728 0.195
C -0.6143 -0.4342 4.3315 0.563
O -1.2196 -1.2622 3.6810 -0.570
N 0.2249 -0.6548 5.2450 -0.354
N -0.6418 0.8535 4.1201 -0.360
H 0.4364 -1.5896 5.5636 0.275
H 0.7405 0.1461 5.5809 0.122
H -1.2901 1.1946 3.4248 0.081
H 0.0684 1.3844 4.6037 0.148
C -1.9954 4.5488 -2.2355 -1.515
C -1.2132 3.2099 -2.1581 0.667
C -0.4476 2.8952 -3.4847 -0.545
O -1.0815 3.2353 -4.7643 -0.435
C -2.1086 2.3668 -5.1820 -0.670
N -0.3743 3.0824 -0.9702 -0.516
H -2.3592 4.8004 -1.2393 0.454
H -2.8740 4.3591 -2.8521 0.318
H -1.3483 5.3376 -2.6190 0.377
H -1.9493 2.4369 -1.9374 0.136
H -0.2795 1.8200 -3.5466 0.102
H 0.5263 3.3800 -3.4167 0.403
H -2.9343 2.4890 -4.4810 0.250
H -1.7982 1.3314 -5.0418 0.263
H -2.3707 2.4054 -6.2393 0.296
H 0.4775 2.5609 -1.1209 0.049
H 0.0323 4.0057 -0.9214 0.326
C 2.0827 0.4764 1.5921 -1.075
C 2.8516 0.2086 0.2345 0.591
C 3.2299 -1.2614 -0.0756 -0.867
O 4.0557 -1.8970 0.8886 -0.344
C 5.4000 -1.4568 0.8993 -0.697
N 2.0854 0.8495 -0.8011 0.069
H 2.3461 1.4774 1.9338 0.485
H 2.4583 -0.1707 2.3848 0.425
H 0.9967 0.3885 1.6251 0.091
H 3.8466 0.6527 0.2068 0.459
H 3.7213 -1.2421 -1.0483 0.635
H 2.3274 -1.8727 -0.0826 0.180
H 6.0204 -1.9001 1.6783 0.337
H 5.5531 -0.4021 1.1281 0.292
H 5.8447 -1.6967 -0.0665 0.313
H 1.1183 0.8550 -0.5100 0.015
H 2.1184 0.2633 -1.6229 0.059
```

* charge: +1
* electronic energy: -1929.3361 a.u.
* multiplicity: 2
* gap between HOMO and LUMO (alpha / beta): 8.51 / 3.10 eV